(1)
Below is an isolated molecule of C6H13ClNO5P, with properties calculated with ωB97M-V/def2-TZVPD.

Calculated values
HOMO level (alpha / beta): -7.600 / -10.395 eV
expectation value of S²: 2.01
gap between HOMO and LUMO (alpha / beta): 8.30 / 6.71 eV

```
! RIJCOSX wB97M-V def2-TZVPD def2/J DEFGRID3
* xyz 0 3
C -2.80467 1.57149 -1.69763
C 3.01343 0.93152 0.55728
C -0.67277 -3.47908 0.47590
C -1.36597 1.52842 -1.23631
C 1.83052 0.09026 1.12162
C -1.36944 -1.82205 0.39877
N 0.44966 -3.32359 1.38289
O 0.79657 -2.18743 1.73204
O 1.01160 -4.33278 1.72891
O 0.70897 -1.80058 -1.28330
O -0.77112 0.22534 -1.47533
O 0.66586 0.17648 0.42898
P -0.07257 -0.82421 -0.55747
Cl -2.83946 -1.87232 -0.41296
H -3.27813 2.46878 -1.35711
H -2.98822 1.61124 -2.75374
H -3.32924 0.79245 -1.28761
H 3.89939 1.03610 1.21205
H 3.30663 0.44481 -0.31686
H 2.68083 1.89843 0.26472
H -1.31416 -4.21414 0.90534
H -0.36250 -3.84840 -0.46855
H -1.36182 1.76538 -0.19187
H -0.77262 2.13008 -1.82129
H 1.74341 0.39859 2.30781
H 2.19287 -0.89059 1.24605
H -1.47026 -1.66702 1.42873
*
```

***

(2)
Below is a structure of composition C6H13F3FeNO8S, with properties calculated with ωB97M-V/def2-TZVPD.

Calculated values
HOMO level (alpha / beta): -0.750 / -0.529 eV
expectation value of S²: 8.76
gap between HOMO and LUMO (alpha / beta): 5.73 / 5.50 eV

```
! RIJCOSX wB97M-V def2-TZVPD def2/J DEFGRID3
* xyz -2 6
Fe 0.99851 1.62608 -0.44135
O 1.00293 0.25709 -2.02629
H 0.70698 -0.66398 -1.88996
O 1.49668 3.57292 -0.84446
H 0.88162 4.20752 -0.42789
O 3.49937 1.36574 -0.89691
C 3.90912 1.28900 0.38926
C 3.06793 0.50864 1.50340
O 1.70181 0.99196 1.47024
H 3.94081 2.33957 0.67806
H 4.94780 0.96132 0.34620
H 3.69523 0.65527 2.38266
H 3.10250 -0.52484 1.15871
C -3.52180 1.24094 -0.74459
F -3.27062 -0.00853 -0.79113
F -3.29757 1.81521 -1.96866
F -4.77083 1.52119 -0.33289
S -2.24222 2.01044 0.47764
O -2.37372 1.27528 1.72696
O -0.97065 1.85324 -0.22848
O -2.61585 3.43315 0.58636
C -0.96964 -2.44668 -1.50744
O -1.12105 -3.44701 -2.22653
N -0.74702 -2.50361 -0.17761
C -0.50181 -1.20282 0.58344
C -1.06625 -3.76092 0.52540
H -0.84687 -1.41978 -1.88508
H 0.20795 -0.59092 0.02673
H 0.12661 -1.53184 1.41104
H -1.45626 -0.78193 0.89965
H -1.78200 -3.48694 1.30048
H -1.53638 -4.46010 -0.16613
H -0.19521 -4.09467 1.08932
*
```

***

(3)
Below is a structure of composition C6H13F3HgNO8S, with properties calculated with ωB97M-V/def2-TZVPD.

Calculated values
HOMO level: 3.177 eV
gap between HOMO and LUMO: 3.34 eV
ΔE to the lowest compared entry with this formula, charge and spin: 0.000 eV

```
! RIJCOSX wB97M-V def2-TZVPD def2/J DEFGRID3
* xyz -3 1
Hg 1.52301 0.38762 -0.97287
O 0.50048 -1.08231 -2.47035
H -0.36910 -0.99401 -2.06877
O 3.56791 -0.56634 -1.05322
H 4.14658 -0.72233 -0.30238
O 1.91707 2.55623 -0.11538
C 1.63538 3.56026 -0.98575
C 1.12716 3.16805 -2.37523
O 1.38814 1.95157 -2.81731
H 2.63128 4.07671 -1.12500
H 0.99967 4.39779 -0.59845
H 1.25625 4.03331 -3.09228
H -0.01905 3.24426 -2.27166
C 2.72600 -3.25864 1.54867
F 3.38945 -2.23160 2.08655
F 3.42549 -3.72721 0.51885
F 2.66107 -4.24072 2.47990
S 0.98282 -2.75693 1.00534
O 1.06226 -1.31485 0.81329
O 0.75898 -3.59664 -0.13136
O 0.17518 -3.06911 2.19377
C -2.21090 0.67460 -0.30489
O -1.07821 0.35574 -0.52740
N -2.88783 0.32958 0.86192
C -4.30884 0.15812 0.74746
C -2.18059 -0.56153 1.75482
H -2.79327 1.33581 -0.97402
H -4.52873 -0.91533 0.64215
H -4.72241 0.59095 -0.16483
H -4.83309 0.59627 1.60075
H -2.53971 -0.44757 2.78840
H -2.27858 -1.61197 1.46440
H -1.12389 -0.31982 1.84491
*
```

***

(4)
Below is an isolated molecule of C6H13FO2Si, with properties calculated with ωB97M-V/def2-TZVPD.

Calculated values
HOMO level: -10.297 eV
SMILES: CC(=O)OCC[SiH2][C@@H](C)F
gap between HOMO and LUMO: 11.15 eV
ΔE to the lowest compared entry with this formula, charge and spin: 1.921 eV

```
! RIJCOSX wB97M-V def2-TZVPD def2/J DEFGRID3
* xyz 0 1
C -1.93095 0.32621 -3.47435
C -1.73053 1.05657 -2.17662
O -1.93207 2.23278 -2.00597
O -1.31264 0.22795 -1.20133
C -1.28905 0.79173 0.12140
C -0.83063 -0.29848 1.09066
Si 0.61903 0.19805 2.16934
C 2.26627 -0.16163 1.30486
C 2.64654 -1.63937 1.28207
F 2.18348 0.32171 -0.01917
H -2.99926 0.16203 -3.61030
H -1.42300 -0.63344 -3.47606
H -1.56925 0.94495 -4.29075
H -0.64094 1.66761 0.11547
H -2.29326 1.14043 0.35802
H -0.58129 -1.18894 0.51143
H -1.65097 -0.57792 1.75308
H 0.60692 -0.58144 3.43139
H 0.53503 1.63397 2.52246
H 3.05361 0.41757 1.79241
H 2.95301 -1.90591 0.27220
H 1.83276 -2.29934 1.58475
H 3.48720 -1.83508 1.94501
*
```

***

(5)
Below is the ion C6H13IN with charge +1, with properties calculated with ωB97M-V/def2-TZVPD.

Calculated values
HOMO level: -12.818 eV
SMILES: CC(C)=C(I)[NH+](C)C
gap between HOMO and LUMO: 9.49 eV
ΔE to the lowest compared entry with this formula, charge and spin: 1.996 eV

```
! RIJCOSX wB97M-V def2-TZVPD def2/J DEFGRID3
* xyz 1 1
C -0.97759 1.76043 -1.84606
C -0.50167 0.86191 -0.72409
C -1.05387 1.08807 0.64293
C 0.35526 -0.20997 -0.87723
I 0.77630 -0.99259 -2.79690
N 0.83029 -1.14730 0.11373
C 1.77879 -0.44518 1.06955
C -0.22165 -1.80596 0.91467
H -0.25184 2.58162 -2.04633
H -1.83223 2.36188 -1.65079
H -1.08751 0.98429 -2.66481
H -0.34733 0.78462 1.34160
H -1.48429 2.03542 0.78106
H -2.03703 0.55484 0.69245
H 1.50807 -1.84367 -0.16902
H 1.24001 -0.03785 1.95532
H 2.65231 -1.12846 1.26101
H 2.15128 0.41244 0.47006
H 0.02337 -1.71538 2.01073
H -1.20383 -1.19940 0.70491
H -0.31682 -2.89975 0.81720
*
```

***

(6)
Below is an isolated molecule of C6H13IOSi, with properties calculated with ωB97M-V/def2-TZVPD.

Calculated values
HOMO level: -9.437 eV
SMILES: C=C[C@](O)(I)[Si](C)(C)C
gap between HOMO and LUMO: 9.39 eV
ΔE to the lowest compared entry with this formula, charge and spin: 2.377 eV

```
! RIJCOSX wB97M-V def2-TZVPD def2/J DEFGRID3
* xyz 0 1
C -0.15369 2.07532 -1.82321
C -0.49376 1.97490 -0.52273
C -0.96519 0.80038 0.15763
O -2.39964 0.19883 -0.65564
I -1.87183 1.34538 2.17821
Si 0.21269 -0.66643 0.39055
C 1.79519 0.18510 1.29557
C -0.72994 -2.02943 1.35151
C 0.93490 -1.43428 -1.19389
H 0.28316 3.09232 -2.05119
H -0.43494 1.38192 -2.57720
H -0.30511 2.80925 0.13433
H -2.67001 0.93579 -1.12592
H 1.24536 0.88871 1.86072
H 2.31098 -0.54771 1.87630
H 2.43165 0.79580 0.64439
H -0.39430 -2.19700 2.42069
H -1.79872 -1.94466 1.46851
H -0.50174 -2.84336 0.75896
H 1.87506 -0.89927 -1.33072
H 1.24587 -2.52505 -1.08874
H 0.38399 -1.39651 -2.16814
*
```

***

> Which formula does entry 4 have?

C6H13FO2Si

***

Please write out number 1 again, unchanged.
Below is an isolated molecule of C6H13ClNO5P, with properties calculated with ωB97M-V/def2-TZVPD.

Calculated values
HOMO level (alpha / beta): -7.600 / -10.395 eV
expectation value of S²: 2.01
gap between HOMO and LUMO (alpha / beta): 8.30 / 6.71 eV

```
! RIJCOSX wB97M-V def2-TZVPD def2/J DEFGRID3
* xyz 0 3
C -2.80467 1.57149 -1.69763
C 3.01343 0.93152 0.55728
C -0.67277 -3.47908 0.47590
C -1.36597 1.52842 -1.23631
C 1.83052 0.09026 1.12162
C -1.36944 -1.82205 0.39877
N 0.44966 -3.32359 1.38289
O 0.79657 -2.18743 1.73204
O 1.01160 -4.33278 1.72891
O 0.70897 -1.80058 -1.28330
O -0.77112 0.22534 -1.47533
O 0.66586 0.17648 0.42898
P -0.07257 -0.82421 -0.55747
Cl -2.83946 -1.87232 -0.41296
H -3.27813 2.46878 -1.35711
H -2.98822 1.61124 -2.75374
H -3.32924 0.79245 -1.28761
H 3.89939 1.03610 1.21205
H 3.30663 0.44481 -0.31686
H 2.68083 1.89843 0.26472
H -1.31416 -4.21414 0.90534
H -0.36250 -3.84840 -0.46855
H -1.36182 1.76538 -0.19187
H -0.77262 2.13008 -1.82129
H 1.74341 0.39859 2.30781
H 2.19287 -0.89059 1.24605
H -1.47026 -1.66702 1.42873
*
```